Run P
{
  "formula": "C24H69N3O9",
  "method": "the ωB97M-V functional and the def2-TZVPD basis",
  "elements": ["C", "C", "C", "O", "C", "N", "H", "H", "H", "H", "H", "H", "H", "H", "H", "H", "H", "C", "C", "C", "O", "C", "N", "H", "H", "H", "H", "H", "H", "H", "H", "H", "H", "H", "C", "C", "C", "O", "C", "N", "H", "H", "H", "H", "H", "H", "H", "H", "H", "H", "H", "C", "C", "O", "H", "H", "H", "H", "H", "H", "C", "C", "O", "H", "H", "H", "H", "H", "H", "C", "C", "O", "H", "H", "H", "H", "H", "H", "C", "C", "O", "H", "H", "H", "H", "H", "H", "C", "C", "O", "H", "H", "H", "H", "H", "H", "C", "C", "O", "H", "H", "H", "H", "H", "H"],
  "xyz": [[3.35552, -5.23359, 3.26522], [4.15565, -4.71862, 2.09660], [5.53521, -5.37846, 1.97278], [6.13616, -4.94701, 0.74170], [7.31138, -5.59645, 0.30253], [3.40308, -4.57100, 0.86241], [2.33356, -4.85676, 3.30625], [3.85660, -5.03623, 4.21289], [3.32347, -6.32305, 3.25325], [4.48808, -3.71233, 2.35149], [5.43213, -6.46273, 1.92986], [6.18254, -5.14386, 2.81779], [8.20439, -5.05153, 0.60859], [7.35168, -5.55407, -0.78591], [7.35496, -6.62612, 0.65751], [4.15337, -4.19659, 0.29942], [3.15195, -5.43383, 0.40135], [0.76358, -3.65190, -5.42309], [1.58617, -4.19086, -6.59914], [2.78127, -5.12366, -6.16182], [2.19848, -6.15440, -5.42897], [3.05878, -7.11981, -4.78148], [0.69235, -4.98039, -7.48250], [1.44596, -3.07190, -4.80175], [0.41888, -4.47904, -4.80250], [-0.00010, -2.94846, -5.75481], [1.96850, -3.34791, -7.17480], [3.42186, -4.58388, -5.46441], [3.32339, -5.55476, -7.00345], [2.29760, -7.56118, -4.13812], [3.82309, -6.77882, -4.08315], [3.53339, -7.90039, -5.37608], [-0.00766, -4.37344, -7.88461], [1.27144, -5.22976, -8.27154], [-3.20375, 1.21311, 0.11527], [-1.88573, 0.79768, 0.71048], [-1.34427, 1.61995, 1.88921], [-0.74407, 2.85695, 1.45705], [-0.23010, 3.61894, 2.44405], [-2.05446, -0.52401, 1.13293], [-3.88593, 1.37418, 0.95001], [-3.57236, 0.46404, -0.58553], [-3.03510, 2.22189, -0.26159], [-1.10470, 0.69791, -0.04327], [-0.55163, 1.15255, 2.47347], [-2.13656, 1.88737, 2.58839], [0.70132, 3.14792, 2.75823], [-0.83504, 3.59098, 3.35034], [0.02069, 4.58241, 2.00028], [-2.46447, -1.09418, 0.40705], [-1.15998, -0.99230, 1.15917], [-6.73512, -0.75041, -8.53309], [-6.12584, -0.82202, -9.98537], [-4.86759, -1.45723, -10.19424], [-7.70065, -0.25235, -8.62124], [-6.16840, -0.37774, -7.67984], [-6.99673, -1.77741, -8.27825], [-5.92489, 0.22462, -10.21396], [-6.87379, -1.08594, -10.73303], [-4.61940, -1.22067, -11.09092], [0.40860, 10.63358, 7.55977], [-1.06923, 10.82019, 7.32288], [-1.30967, 12.04957, 6.65356], [0.89762, 11.60624, 7.61360], [1.03891, 10.08924, 6.85656], [0.58621, 10.14595, 8.51829], [-1.68626, 10.87033, 8.22001], [-1.41568, 9.92948, 6.79877], [-1.21293, 12.02464, 5.69878], [6.03475, 1.84731, 7.19221], [6.96597, 0.67463, 6.98207], [7.21123, -0.00094, 8.20537], [5.13914, 1.56972, 7.74803], [5.75125, 2.39937, 6.29613], [6.51099, 2.57001, 7.85480], [7.95889, 0.98747, 6.65903], [6.65120, 0.00197, 6.18423], [6.43245, -0.40730, 8.59265], [4.84155, 1.25853, -1.43736], [4.54234, 2.02106, -2.70951], [5.56971, 2.08271, -3.67388], [5.62908, 1.70361, -0.82927], [5.17213, 0.22375, -1.52720], [3.99167, 1.23711, -0.75521], [4.27930, 3.04721, -2.45279], [3.57751, 1.76100, -3.14492], [6.42239, 2.41430, -3.38305], [-6.07198, -3.62611, 6.71329], [-6.97304, -3.36495, 5.48884], [-6.60178, -4.12287, 4.39877], [-5.07764, -3.80728, 6.30518], [-6.40777, -4.56390, 7.15591], [-6.13491, -2.87943, 7.50488], [-7.00440, -2.32218, 5.17302], [-8.01412, -3.50043, 5.78194], [-5.78840, -3.66076, 4.18317], [-8.63240, 6.27341, -2.80439], [-8.44535, 7.60397, -3.56355], [-7.85490, 8.64263, -2.77908], [-7.65877, 5.93597, -2.44903], [-9.08968, 5.45661, -3.36284], [-9.25733, 6.40923, -1.92172], [-9.39801, 7.98487, -3.93157], [-7.83618, 7.46528, -4.45674], [-7.48064, 9.31184, -3.35673]],
  "mulliken_charge": [-1.447, 0.527, -0.759, -0.299, -0.729, -0.706, 0.362, 0.360, 0.341, 0.192, 0.420, 0.338, 0.256, 0.234, 0.312, 0.359, 0.238, -1.289, 0.385, -0.652, -0.288, -0.795, -0.703, 0.318, 0.309, 0.367, 0.335, 0.352, 0.344, 0.276, 0.294, 0.280, 0.238, 0.230, -1.401, 0.689, -0.757, -0.317, -0.716, -0.773, 0.321, 0.399, 0.333, 0.275, 0.328, 0.286, 0.285, 0.304, 0.244, 0.242, 0.257, -0.981, -0.246, -0.514, 0.308, 0.313, 0.270, 0.253, 0.283, 0.313, -0.959, -0.180, -0.539, 0.294, 0.310, 0.296, 0.266, 0.220, 0.291, -0.922, -0.208, -0.517, 0.292, 0.312, 0.256, 0.236, 0.254, 0.297, -0.958, -0.237, -0.531, 0.298, 0.281, 0.289, 0.246, 0.313, 0.298, -0.822, -0.379, -0.494, 0.289, 0.216, 0.303, 0.276, 0.296, 0.315, -0.994, -0.187, -0.529, 0.271, 0.333, 0.275, 0.250, 0.276, 0.306],
  "smiles": "COC[C@H](C)N.COC[C@H](C)N.COC[C@H](C)N.CCO.CCO.CCO.CCO.CCO.CCO",
  "gap_ha": 0.350
}

=====

Run Q
{
  "formula": "C24H69N3O9",
  "method": "the ωB97M-V functional and the def2-TZVPD basis",
  "elements": ["C", "C", "O", "H", "H", "H", "H", "H", "H", "C", "C", "O", "H", "H", "H", "H", "H", "H", "C", "C", "O", "H", "H", "H", "H", "H", "H", "C", "C", "O", "H", "H", "H", "H", "H", "H", "C", "C", "O", "H", "H", "H", "H", "H", "H", "C", "C", "O", "H", "H", "H", "H", "H", "H", "C", "C", "C", "O", "C", "N", "H", "H", "H", "H", "H", "H", "H", "H", "H", "H", "H", "C", "C", "C", "O", "C", "N", "H", "H", "H", "H", "H", "H", "H", "H", "H", "H", "H", "C", "C", "C", "O", "C", "N", "H", "H", "H", "H", "H", "H", "H", "H", "H", "H", "H"],
  "xyz": [[19.05867, -8.43702, 15.42329], [18.99093, -6.99296, 15.06762], [20.34639, -6.65683, 14.99654], [19.45422, -8.60398, 16.42517], [19.57415, -8.99301, 14.64020], [17.99748, -8.66173, 15.53051], [18.56082, -6.48194, 15.92900], [18.49396, -6.72466, 14.13535], [20.27218, -5.72363, 15.20925], [12.41277, -15.68689, 13.03674], [12.22758, -14.24304, 13.34364], [12.61361, -14.03917, 14.69728], [11.60416, -16.25419, 13.49764], [13.37068, -16.11316, 13.33477], [12.29336, -16.00896, 12.00228], [11.21264, -13.86115, 13.23336], [12.82809, -13.57135, 12.73020], [13.39784, -14.55599, 14.89596], [12.07014, -5.43761, 13.64534], [11.92925, -6.55486, 14.69111], [10.57461, -6.59045, 15.15659], [11.18129, -5.43421, 13.01445], [12.98632, -5.60758, 13.07980], [12.16005, -4.40957, 13.99628], [12.66441, -6.38239, 15.47718], [12.25001, -7.47534, 14.20335], [10.45103, -7.41440, 15.63348], [17.02915, -10.71205, 9.98040], [17.38115, -10.22531, 8.56387], [17.90635, -8.95627, 8.77648], [16.29333, -10.10848, 10.51178], [17.93535, -10.72791, 10.58592], [16.66171, -11.72609, 10.13792], [16.58088, -10.32226, 7.83020], [18.17260, -10.91867, 8.27934], [18.08875, -8.59811, 7.90467], [8.04363, -14.02015, 18.40051], [9.01564, -13.28032, 19.41418], [9.26053, -12.17760, 18.65027], [7.60101, -14.96082, 18.72812], [8.48679, -14.10302, 17.40812], [7.13514, -13.49624, 18.10344], [9.88616, -13.90346, 19.61913], [8.52004, -12.83248, 20.27554], [9.95592, -12.38284, 18.02106], [11.84426, 1.04407, 17.88688], [11.19927, 1.65183, 16.57944], [11.95294, 2.76871, 16.06746], [11.31099, 0.21338, 18.34913], [12.01952, 1.78844, 18.66360], [12.82353, 0.61914, 17.66653], [10.23757, 2.03199, 16.92403], [11.08286, 0.88697, 15.81163], [12.13865, 3.34234, 16.81449], [8.29250, -6.90154, 7.87567], [8.69223, -6.01737, 6.66268], [8.39141, -4.53348, 6.86996], [9.20830, -3.87633, 7.83410], [8.99114, -2.57722, 8.16016], [10.16865, -6.16662, 6.45756], [7.21918, -6.99798, 8.03933], [8.75830, -6.55213, 8.79711], [8.61634, -7.92392, 7.68079], [8.23441, -6.31548, 5.71948], [7.40703, -4.45296, 7.33107], [8.30870, -4.05393, 5.89462], [9.11451, -1.98430, 7.25389], [9.80257, -2.34383, 8.84952], [7.99534, -2.29640, 8.50311], [10.50282, -5.55663, 5.72521], [10.66764, -5.75609, 7.23382], [12.14594, -6.50744, 24.76284], [11.89214, -6.28087, 23.24796], [12.10336, -7.55194, 22.42813], [13.54487, -7.80307, 22.35832], [13.84708, -8.94243, 21.55657], [10.51033, -5.76616, 22.96132], [12.32986, -5.62965, 25.38232], [13.07437, -7.06349, 24.89294], [11.42452, -7.16359, 25.24978], [12.56869, -5.51900, 22.86071], [11.78222, -7.44993, 21.39151], [11.76135, -8.43458, 22.96858], [14.88595, -9.26500, 21.62561], [13.60074, -8.75599, 20.51126], [13.22470, -9.79346, 21.83313], [10.22189, -5.71668, 21.99465], [9.88050, -6.46085, 23.33657], [-0.11986, -6.23192, 19.59183], [-0.39827, -6.77348, 18.19775], [0.87477, -6.59734, 17.34959], [1.78689, -7.62405, 17.71731], [2.95879, -7.64403, 17.01202], [-0.98840, -8.12269, 18.17637], [-1.08295, -6.21533, 20.10200], [0.23653, -5.20383, 19.52763], [0.50624, -6.97470, 20.08617], [-1.22813, -6.21330, 17.76691], [1.17216, -5.55534, 17.46741], [0.55988, -6.85204, 16.33761], [2.60474, -7.74046, 15.98564], [3.62893, -8.43249, 17.35456], [3.49984, -6.71161, 17.17316], [-0.09584, -8.59414, 18.14213], [-1.45320, -8.31229, 17.29995]],
  "mulliken_charge": [-1.032, -0.217, -0.496, 0.278, 0.288, 0.326, 0.277, 0.275, 0.302, -1.087, -0.074, -0.518, 0.276, 0.344, 0.321, 0.241, 0.209, 0.288, -1.002, -0.142, -0.516, 0.265, 0.323, 0.276, 0.249, 0.256, 0.291, -1.127, -0.128, -0.498, 0.294, 0.273, 0.371, 0.314, 0.206, 0.296, -0.947, -0.187, -0.495, 0.341, 0.238, 0.292, 0.234, 0.225, 0.299, -1.062, -0.171, -0.509, 0.321, 0.326, 0.293, 0.224, 0.289, 0.290, -1.365, 0.442, -0.762, -0.265, -0.783, -0.793, 0.363, 0.270, 0.386, 0.355, 0.354, 0.399, 0.319, 0.236, 0.288, 0.269, 0.286, -1.294, 0.446, -0.659, -0.338, -0.717, -0.720, 0.329, 0.328, 0.328, 0.253, 0.387, 0.298, 0.261, 0.289, 0.284, 0.260, 0.266, -1.378, 0.241, -0.702, -0.341, -0.713, -0.752, 0.368, 0.372, 0.266, 0.447, 0.379, 0.415, 0.315, 0.216, 0.277, 0.319, 0.271],
  "smiles": "COC[C@H](C)N.COC[C@H](C)N.COC[C@H](C)N.CCO.CCO.CCO.CCO.CCO.CCO",
  "gap_ha": 0.350
}

=====

Most stable one: run P, least stable one: run Q.

=====

Run P
{
  "formula": "C14H25NO6",
  "method": "the ωB97M-V functional and the def2-TZVPD basis",
  "elements": ["C", "C", "O", "C", "N", "C", "C", "O", "C", "C", "C", "C", "C", "C", "C", "O", "C", "O", "C", "O", "O", "H", "H", "H", "H", "H", "H", "H", "H", "H", "H", "H", "H", "H", "H", "H", "H", "H", "H", "H", "H", "H", "H", "H", "H", "H"],
  "xyz": [[-2.17178, -5.24796, -1.97601], [-1.10497, -4.03585, -2.15641], [-1.64710, -2.80373, -1.62658], [0.37372, -4.39376, -1.65406], [0.53079, -4.57836, -0.18904], [0.59813, -3.30378, 0.57201], [1.79375, -2.32267, 0.15108], [2.34355, -1.70928, 1.34435], [2.25165, -0.28112, 1.29741], [0.88517, 0.41523, 1.80956], [0.75568, 1.83698, 1.02616], [0.82287, 3.18402, 1.88230], [-0.64877, 3.76518, 2.27914], [-1.52064, 4.20863, 1.00974], [-0.74831, 5.12356, -0.05242], [-0.19923, 4.24562, -1.09427], [-1.05689, 4.27832, -2.25015], [-1.57223, 3.20912, -2.65998], [2.15498, 1.75402, 0.22067], [2.75769, 2.69060, -0.34936], [2.77635, 0.44583, 0.15906], [-2.08533, -5.78137, -0.97336], [-3.23478, -4.81528, -2.11424], [-2.01412, -5.94319, -2.88267], [-1.02733, -3.88419, -3.30432], [-2.62319, -2.83419, -1.55475], [0.63040, -5.41621, -2.13613], [1.08624, -3.64255, -2.12981], [-0.22419, -5.19179, 0.17500], [0.80124, -3.59562, 1.67524], [-0.40435, -2.72275, 0.61331], [1.40556, -1.56892, -0.62056], [2.57903, -2.95877, -0.39531], [2.98360, 0.03470, 2.13784], [-0.04010, -0.17313, 1.48877], [0.81728, 0.54900, 2.95304], [-0.11082, 1.69382, 0.29193], [1.35034, 4.04513, 1.32745], [1.39257, 3.03226, 2.87361], [-1.15965, 2.98594, 2.94454], [-0.47984, 4.70399, 2.91581], [-2.41671, 4.83647, 1.38835], [-1.95149, 3.26248, 0.50618], [0.06669, 5.77393, 0.44325], [-1.49130, 5.86232, -0.54597], [-1.22415, 5.26731, -2.82042]],
  "mulliken_charge": [-1.089, 0.278, -0.473, -0.706, -0.344, -0.380, -0.331, -0.398, 0.119, -0.595, 0.399, -0.886, -0.794, -0.458, -0.589, -0.140, 0.067, -0.480, 0.258, -0.589, -0.377, 0.280, 0.340, 0.294, 0.178, 0.285, 0.308, 0.274, 0.277, 0.343, 0.191, 0.245, 0.298, 0.333, 0.165, 0.245, 0.394, 0.326, 0.415, 0.298, 0.340, 0.362, 0.272, 0.336, 0.346, 0.359],
  "smiles": "C[C@@H](O)CNCCO[C@@H]1C[C@@H](CCCCOC=O)C(=O)O1",
  "gap_ha": 0.343
}

=====

Run Q
{
  "formula": "C14H25NO6",
  "method": "the ωB97M-V functional and the def2-TZVPD basis",
  "elements": ["C", "C", "H", "H", "O", "C", "O", "C", "H", "C", "C", "O", "N", "C", "H", "H", "C", "H", "H", "O", "C", "H", "C", "H", "O", "C", "C", "O", "C", "C", "H", "H", "H", "H", "H", "H", "H", "H", "H", "H", "H", "H", "H", "H", "H", "H"],
  "xyz": [[-4.20929, -1.78621, -1.14497], [-4.52009, -1.27223, 0.25335], [-4.37090, -2.05013, 1.00535], [-5.54838, -0.89802, 0.30534], [-3.62809, -0.22476, 0.64485], [-3.77605, 0.95927, 0.05008], [-4.65672, 1.23417, -0.71984], [-2.68194, 1.91303, 0.48902], [-3.03455, 2.93484, 0.34592], [-1.42318, 1.68583, -0.36592], [-0.93230, 0.25284, -0.23725], [-1.18972, -0.57852, -1.09225], [-0.23282, -0.09000, 0.87330], [0.32085, 0.84555, 1.82877], [0.42563, 0.32815, 2.78553], [-0.35986, 1.68529, 1.96866], [1.70675, 1.39544, 1.43955], [2.09315, 1.96580, 2.29032], [2.39005, 0.57138, 1.23018], [1.64305, 2.30473, 0.34961], [2.03432, 1.79663, -0.90563], [1.71728, 2.55419, -1.62743], [3.55470, 1.59904, -1.04510], [4.06234, 2.43660, -0.56062], [4.05637, 0.44753, -0.40528], [3.81449, -0.78121, -1.06014], [3.58674, -1.86096, 0.00610], [2.43767, -1.63558, 0.78475], [1.21749, -2.01373, 0.18076], [0.05634, -1.50317, 1.03718], [-0.84185, -2.05348, 0.74327], [0.28252, -1.69730, 2.08598], [1.16509, -3.11140, 0.11670], [1.11840, -1.61144, -0.83370], [3.54701, -2.84841, -0.47409], [4.42115, -1.83029, 0.71049], [4.68791, -1.05553, -1.67004], [2.94459, -0.71324, -1.72261], [3.81654, 1.59019, -2.11249], [1.50801, 0.86151, -1.13138], [-0.64864, 2.39932, -0.08925], [-1.68366, 1.83818, -1.41532], [-2.47343, 1.73659, 1.54448], [-3.13978, -1.95387, -1.24715], [-4.51236, -1.05219, -1.88657], [-4.74485, -2.71446, -1.32252]],
  "mulliken_charge": [-0.947, -0.362, 0.329, 0.357, -0.305, 0.410, -0.615, -0.479, 0.487, -1.105, 0.589, -0.652, 0.588, -0.916, 0.435, 0.234, -0.340, 0.469, 0.163, -0.466, 0.336, 0.387, -0.887, 0.348, -0.364, -0.445, -0.760, -0.342, -0.309, -1.219, 0.380, 0.539, 0.425, 0.289, 0.450, 0.333, 0.441, 0.318, 0.412, -0.118, 0.207, 0.542, 0.301, 0.159, 0.294, 0.408],
  "smiles": "CCOC(=O)CCC(=O)N1CCOCCOCCOCC1",
  "gap_ha": 0.362
}

=====

Most stable one: run Q, least stable one: run P.